a | ORCA calculation (ωB97M-V with the def2-TZVPD basis set) on a gas-phase ion, C3H4N2O4 (charge -2).

Last column: Mulliken charge in e.
Geometry (Å):
O 2.36233 -1.51991 -0.02920  -0.920
O -1.50453 1.73369 -0.08567  -0.757
O -3.22303 0.21599 0.16429  -0.749
O -1.49509 -1.70920 -0.08308  -0.896
N -1.03213 -0.46458 0.13504  0.390
N 1.02870 -1.34505 0.00075  0.058
C -2.02186 0.57564 0.09295  0.337
C 0.32705 -0.21461 0.17456  0.291
C 1.12286 1.05644 -0.05365  -0.748
H 0.82477 1.52803 -0.98067  0.212
H 0.83290 1.77965 0.77493  0.190
H 0.60643 -2.23172 -0.27596  0.226
H 2.17160 0.59563 0.16570  0.366

The LUMO energy is 7.00 eV. The charge is -2. The value obtained for the gap between HOMO and LUMO is 5.23 eV. Its structure (SMILES) is C/C(=[NH+]\[O-])N([O-])C(=O)[O-].

b | ORCA calculation (ωB97M-V with the def2-TZVPD basis set) on 2 unconnected molecules or ions with the total composition C3H4N2O4.

Last column: Mulliken charge in e.
Geometry (Å):
O 2.51869 0.88100 1.82969  -0.746
O -0.37463 -2.66669 -1.65557  -0.860
O -1.72471 -1.59149 0.40121  -0.457
O 1.17400 -0.97077 -1.43656  -0.550
N -0.48230 -1.06752 -0.03454  -0.328
N 1.25269 1.01645 1.64776  0.054
C -0.01815 -1.60896 -1.08632  0.502
C 0.48154 1.46120 0.79924  0.270
C -0.47421 2.21836 0.28054  -1.222
H -1.18646 1.84334 -0.34750  0.327
H -1.97081 -2.18903 -0.34141  0.291
H 1.33820 -0.57058 -0.56357  0.406
H -0.53385 3.24469 0.50703  0.313

The LUMO energy is 6.76 eV. The charge is -2. The value obtained for the gap between HOMO and LUMO is 5.69 eV.

Most stable: a. Least stable: b.

a | ORCA calculation (ωB97M-V with the def2-TZVPD basis set) on 2 unconnected molecules or ions with the total composition C8H17NO2S.

Last column: Mulliken charge in e.
Geometry (Å):
S 0.62243 -1.64681 -1.46619  0.458
O 1.81054 -0.89297 -1.77665  -0.617
O 1.14854 -2.72077 -0.11264  -0.564
N -0.45276 -0.65171 -0.92378  -0.193
C -1.81719 -1.01676 1.21550  -1.203
C -2.85643 0.17544 -0.74344  -1.731
C 1.50286 1.38777 0.04410  -0.047
C 3.55848 2.19294 1.24504  -1.335
C 0.21743 1.19802 0.17483  -0.123
C -1.80933 -0.88909 -0.36886  1.471
C 2.31226 2.64456 0.44301  -0.446
C -2.13300 -2.26488 -0.99603  -2.207
H -3.75449 -0.34263 -0.85296  0.501
H 1.56261 3.42483 0.88371  0.298
H -0.72835 1.75285 0.32978  0.276
H 2.10983 -2.77404 0.04021  0.275
H -2.69093 0.48881 -1.78044  0.391
H -1.17603 -0.07554 1.40421  0.337
H -1.30567 -2.82983 -0.74505  0.760
H 2.29135 0.57868 -0.29405  0.288
H 3.23258 1.79264 2.14173  0.405
H -2.85504 1.01303 -0.09321  0.371
H 2.45471 3.01779 -0.56594  0.282
H 4.15624 1.40577 0.80437  0.375
H 4.11706 2.99324 1.52323  0.411
H -1.42930 -1.97522 1.43709  0.369
H -2.77089 -1.02440 1.71795  0.347
H -3.01012 -2.71667 -0.64085  0.465
H -2.30739 -2.24505 -2.04466  0.387

The LUMO energy (alpha / beta) is -0.57 / -0.56 eV. The value obtained for the gap between HOMO and LUMO (alpha / beta) is 7.90 / 7.91 eV.

b | ORCA calculation (ωB97M-V with the def2-TZVPD basis set) on C8H17NO2S in the gas phase.

Last column: Mulliken charge in e.
Geometry (Å):
S -0.36717 2.82457 -0.76289  0.618
O -1.94024 3.19834 -0.36114  -0.464
O -0.01921 3.40899 -2.06838  -0.600
N -1.77980 -0.39698 2.33594  -0.550
C -0.44737 -1.35240 -0.27306  -1.554
C -0.51168 1.01280 -1.05565  -1.248
C -1.54956 0.46981 1.19601  -1.441
C 0.67622 -1.87582 -1.19875  -0.609
C -0.35913 0.13124 0.21011  2.169
C 1.02262 0.24310 0.91083  -1.474
C 2.00575 -1.67270 -0.41534  -0.744
C 2.21857 -0.20996 0.03826  -0.563
H 0.15477 0.75558 -1.88531  0.306
H -1.44357 -1.46204 -0.71468  0.413
H 1.15544 1.26446 1.25985  0.399
H 0.99341 -0.36625 1.80946  0.509
H 2.36362 0.49875 -0.76004  0.336
H -2.50438 0.38865 0.58743  0.383
H -0.47143 -2.00298 0.62587  0.439
H 1.98918 -2.29861 0.47315  0.309
H 0.49605 -2.96070 -1.37266  0.350
H -1.46754 1.48702 1.56821  0.510
H 2.85291 -2.02087 -0.98324  0.382
H -1.01963 -0.36738 3.00323  0.274
H 0.69194 -1.38727 -2.16104  0.340
H -1.97861 -1.33217 2.00484  0.311
H -2.41002 3.30891 -1.18464  0.325
H 3.15238 -0.15245 0.69991  0.334
H -1.50354 0.86636 -1.52628  0.540

The LUMO energy is 0.76 eV. The value obtained for the gap between HOMO and LUMO is 9.96 eV.

Most stable: b. Least stable: a.

a | ORCA calculation (ωB97M-V with the def2-TZVPD basis set) on a gas-phase ion, C2H7N4 (charge +1).

Last column: Mulliken charge in e.
Geometry (Å):
N 0.19517 0.86191 0.36517  -0.073
N -1.56130 -1.23321 -2.15185  -0.412
N -0.44332 -0.82223 -1.80309  0.391
N 0.32111 -0.34396 0.43841  -0.234
C 0.24017 1.65706 1.52363  -0.617
C 0.34150 -1.24717 -0.68204  -0.296
H -0.02220 -2.21146 -0.30598  0.356
H -1.85913 -2.11470 -1.71969  0.326
H 0.48994 1.09120 2.42331  0.375
H 0.95172 2.46776 1.34714  0.252
H -0.73487 2.14148 1.63339  0.268
H 1.39474 -1.35840 -0.97226  0.305
H -0.16191 0.06035 -2.24976  0.360

The LUMO energy (alpha / beta) is -6.66 / -6.66 eV. The charge is +1. The value obtained for the gap between HOMO and LUMO (alpha / beta) is 6.99 / 6.99 eV. Its structure (SMILES) is [H]/N=[NH+]\C/N=N/C.

b | ORCA calculation (ωB97M-V with the def2-TZVPD basis set) on a molecular structure, C2H7N4.

Last column: Mulliken charge in e.
Geometry (Å):
N 0.78202 -0.82788 0.13609  -0.249
N -1.65896 -0.71688 -0.39646  -0.471
N 1.10246 0.37431 0.07441  0.334
N 2.31308 0.71671 0.13125  -0.482
C -1.95725 0.30351 0.75967  -0.181
C -1.86846 0.81131 -0.40579  -0.097
H 1.56916 -1.47155 0.20351  0.210
H 3.04089 -0.10909 0.06294  0.279
H 2.46236 1.65620 -0.08544  0.262
H -2.33544 -1.31547 -0.91140  0.246
H -0.34234 -1.05725 -0.29537  0.454
H -2.13646 0.08793 1.84271  0.333
H -2.00701 1.56486 -1.15050  0.361

The LUMO energy is -3.69 eV. The charge is +1. The value obtained for the gap between HOMO and LUMO is 9.96 eV.

Most stable: a. Least stable: b.

a | ORCA calculation (ωB97M-V with the def2-TZVPD basis set) on 2 unconnected molecules or ions with the total composition CH5OS.

Last column: Mulliken charge in e.
Geometry (Å):
S 1.76302 -0.92320 -1.45844  -0.854
O -1.12424 -0.70508 0.03110  -0.450
C -0.89132 0.57209 0.55088  -0.492
H -0.58187 0.56854 1.61300  0.208
H -0.24391 -1.07560 -0.21163  0.199
H 3.00487 -0.69445 -1.02702  -0.045
H -0.12100 1.11257 -0.02141  0.216
H -1.80555 1.14513 0.52353  0.217

The LUMO energy is 4.29 eV. The charge is -1. The value obtained for the gap between HOMO and LUMO is 7.11 eV.

b | ORCA calculation (ωB97M-V with the def2-TZVPD basis set) on 2 unconnected molecules or ions with the total composition CH5OS.

Last column: Mulliken charge in e.
Geometry (Å):
S -0.62802 -0.31525 -0.10183  -0.656
O 1.32969 0.18845 2.00688  -0.695
C -0.33780 0.23614 -1.88214  -0.683
H -1.02067 1.08088 -1.95607  0.163
H 0.68389 0.57425 -2.10334  0.222
H -0.75845 -0.51956 -2.55545  0.173
H 0.55731 0.10201 1.27458  0.222
H 1.84740 1.00061 1.98009  0.255

The LUMO energy is 4.40 eV. The charge is -1. The value obtained for the gap between HOMO and LUMO is 6.96 eV.

Most stable: a. Least stable: b.

a | ORCA calculation (ωB97M-V with the def2-TZVPD basis set) on C6H11N3O in the gas phase.

Last column: Mulliken charge in e.
Geometry (Å):
O -3.32998 0.86674 0.25416  -0.605
N 2.02613 -2.00271 0.76946  -0.689
N -1.54764 0.91537 1.63081  -0.598
N 0.37101 1.07583 -0.92421  -0.285
C 1.35984 0.16241 -0.39150  -0.045
C 1.04028 -2.38281 -0.24094  -0.564
C 1.19843 1.53419 0.17454  -0.579
C -1.79455 0.69918 0.42117  0.733
C 0.98161 -1.04839 0.40311  0.084
C -1.05686 0.86852 -0.87870  -0.850
H 0.73506 1.60512 1.15956  0.268
H 2.19339 -0.01959 -1.08191  0.278
H 1.36807 -2.42516 -1.28293  0.260
H 2.91137 -1.75431 0.33210  0.290
H -1.28094 -0.02847 -1.47914  0.348
H -2.67041 1.00646 2.00948  0.352
H 1.92033 2.31549 -0.07583  0.249
H 0.24471 -0.87962 1.19061  0.386
H -3.49188 0.89141 -0.70043  0.282
H -1.51070 1.75941 -1.34582  0.412
H 0.33274 -3.15908 0.05642  0.273

The LUMO energy is 0.63 eV. The value obtained for the gap between HOMO and LUMO is 9.70 eV. Its structure (SMILES) is [H]/N=C(\O)CN1C[C@H]1[C@H]1CN1.

b | ORCA calculation (ωB97M-V with the def2-TZVPD basis set) on 2 unconnected molecules or ions with the total composition C6H11N3O.

Last column: Mulliken charge in e.
Geometry (Å):
O -0.09919 -4.35931 -0.91390  -0.607
N -1.16141 -2.38240 -1.25662  -0.350
N -0.50957 3.44654 0.99737  -0.072
N -0.66519 1.44489 0.15657  -0.378
C 0.78609 3.03329 0.77755  -0.512
C 0.65445 1.73887 0.30240  0.502
C 1.80958 0.95956 -0.24142  -0.981
C -0.17566 -3.17173 -0.70430  0.564
C 0.46892 -2.47088 0.49619  -0.569
C -1.35886 2.48432 0.53011  -0.250
H 1.43239 -2.89741 0.75928  0.325
H -1.66747 -2.83127 -1.99436  0.215
H -0.77343 4.29299 1.46344  0.180
H 1.63158 0.78932 -1.30756  0.252
H -0.14787 -2.79101 1.34197  0.266
H -1.23012 -1.38752 -1.16425  0.206
H 1.85149 -0.05392 0.14663  0.179
H 2.75003 1.46675 -0.07353  0.334
H -2.42879 2.55378 0.59519  0.410
H 1.55564 3.75644 0.97329  0.384
H 0.49744 -1.39639 0.51433  -0.099

The LUMO energy is 0.72 eV. The value obtained for the gap between HOMO and LUMO is 9.57 eV. Its structure (SMILES) is Cc1c[nH]cn1.CC(N)=O.

Most stable: b. Least stable: a.

a | ORCA calculation (ωB97M-V with the def2-TZVPD basis set) on 4 unconnected molecules or ions with the total composition C3H13NO4.

Last column: Mulliken charge in e.
Geometry (Å):
O 1.23731 0.28507 3.12058  -0.651
O 1.68727 2.84055 2.57264  -0.634
O 0.88010 -0.92642 -1.71117  -0.634
O 2.62392 0.50173 0.76763  -0.634
N -0.71408 0.05601 -3.02910  -0.346
C -0.32514 -0.56691 -1.81167  0.483
C -1.41777 -0.59270 -0.70523  -0.170
C -2.35319 -1.85301 -0.90880  -0.926
H -1.81485 -2.71723 -0.60236  0.350
H 2.07635 0.24782 0.01053  0.342
H 0.27709 0.63669 3.09901  0.314
H -3.27074 -1.57427 -0.35812  0.290
H -2.75493 -1.91959 -2.10163  0.228
H -1.34172 0.79113 -3.12197  0.177
H 3.43828 0.17172 0.93222  0.262
H -0.82590 -0.59088 0.19769  0.043
H 1.34201 0.05163 2.20179  0.364
H -0.26041 -0.23089 -3.81071  0.188
H -1.87708 0.51657 -0.73451  0.311
H 2.30677 2.10949 2.64702  0.344
H 1.08669 2.76346 3.34615  0.298

The LUMO energy is 0.49 eV. The value obtained for the gap between HOMO and LUMO is 10.67 eV. Its structure (SMILES) is CCC(N)=O.O.O.O.

b | ORCA calculation (ωB97M-V with the def2-TZVPD basis set) on 4 unconnected molecules or ions with the total composition C3H13NO4.

Last column: Mulliken charge in e.
Geometry (Å):
O -1.88046 -0.21846 2.82479  -0.640
O 0.66807 -0.15679 1.07888  -0.598
O 0.00763 -2.04934 -1.75890  -0.631
O 1.37564 -2.87116 0.64731  -0.707
N -0.28597 2.32236 0.64560  -0.634
C 0.97536 0.28521 -0.00793  0.168
C -0.54474 1.39347 -1.57870  -1.239
C 0.42603 1.66922 -0.43723  0.063
H 0.15382 2.17627 1.54789  0.279
H 0.40097 -2.09281 -2.63821  0.316
H -1.49940 1.06355 -1.15528  0.333
H -0.15770 0.65246 -2.26649  0.275
H -0.88619 2.32507 -2.02919  0.368
H -1.15493 -0.83329 2.97228  0.312
H 1.22133 2.34596 -0.67784  0.317
H 0.61196 -2.57163 -1.20440  0.354
H -1.69149 0.08124 1.92744  0.322
H 1.33971 -1.96100 0.99834  0.383
H 0.65188 -3.29383 1.12170  0.320
H -1.25070 2.04169 0.74360  0.242
H 1.51916 -0.30819 -0.75368  0.396

The LUMO energy is 0.58 eV. The value obtained for the gap between HOMO and LUMO is 10.23 eV. Its structure (SMILES) is C[C@@H](N)C=O.O.O.O.

Most stable: b. Least stable: a.